The following is a DFT calculation (ωB97M-V with the def2-TZVPD basis set) of a single C3H5NO molecule.

```
10
Properties=species:S:1:pos:R:3:forces:R:3:mulliken_charge:R:1
H 0.41633 1.65031 -0.87550 0.2 -0.2 0.0 0.267
H -0.98795 0.81609 -1.73623 0.0 0.6 0.1 0.243
C -0.17615 0.75446 -1.01904 -0.1 0.4 -0.1 -0.344
C 0.18893 -0.40736 1.39012 0.4 0.0 0.0 0.013
H -1.57861 -0.40529 0.15518 0.6 -0.7 -0.4 0.308
H 1.34599 -0.50953 -0.70148 -0.6 -0.4 0.1 0.304
O 1.34459 -0.76779 1.43390 -0.3 0.4 0.3 -0.504
N 0.37823 -0.56815 -1.05403 -0.3 -0.1 0.0 -0.573
H -0.42649 -0.38723 2.31153 0.1 0.1 -0.2 0.342
C -0.50486 -0.17552 0.09554 0.2 -0.3 0.0 -0.055
```
Forces are in eV/Å.

Computed properties:
relative energy (zero: lowest compared OMol25 entry of this formula, charge and spin)	184.0	kJ/mol
SMILES	O=C[C@H]1CN1
HOMO-LUMO gap	10.51	eV
maximum force	0.019	hartree/bohr